The following is a DFT calculation (wB97M-V/def2-TZVPD) of a structure of composition C12H16NO2RuS3 in a non-equilibrium geometry.

- relative energy (zero: lowest compared OMol25 entry of this formula, charge and spin) (kJ/mol) = 117.7
- charge = +3
- expectation value of S² = 6.028
- spin multiplicity = 5
- HOMO energy (spin up / spin down) (eV) = -18.8 / -20.8
- frontier orbital gap (spin up / spin down) (eV) = 7.3 / 5.8
- calculated total energy (Ha) = -1960.3282
- maximum force (eV/Å) = 6.9

```
35
C12H16NO2RuS3, DFT wB97M-V/def2-TZVPD
Ru -0.272 0.203 -0.813
C 2.345 1.915 -1.190
C 1.454 2.987 -0.643
S -0.323 2.463 -1.008
C -1.171 3.117 0.485
C -0.906 2.288 1.697
S -0.366 0.582 1.379
C 1.342 0.505 2.088
C 2.329 -0.046 1.097
S 1.895 0.130 -0.704
H 3.402 2.114 -0.923
H 2.284 1.847 -2.292
H 1.519 3.934 -1.210
H 1.666 3.214 0.409
H -2.243 3.069 0.182
H -0.893 4.196 0.584
H -1.742 2.104 2.330
H -0.103 2.769 2.295
H 1.147 -0.216 2.921
H 1.621 1.500 2.453
H 2.376 -1.124 1.246
H 3.375 0.284 1.202
O -4.007 -1.210 -1.225
C -2.851 -0.994 -1.071
O -2.273 0.211 -0.918
C -1.928 -2.107 -0.959
C -2.389 -3.449 -1.008
C -1.518 -4.491 -0.841
C -0.132 -4.217 -0.781
C 0.312 -2.945 -0.756
N -0.550 -1.878 -0.869
H -3.471 -3.528 -0.989
H -1.878 -5.519 -0.861
H 0.588 -5.045 -0.629
H 1.360 -2.664 -0.678
```

Which charges does Löwdin predict for the atoms? In e, they are:
1. Ru 0.86
2. C -0.40
3. C -0.38
4. S 0.91
5. C -0.40
6. C -0.41
7. S 0.90
8. C -0.37
9. C -0.39
10. S 0.85
11. H 0.13
12. H 0.11
13. H 0.12
14. H 0.11
15. H 0.12
16. H 0.14
17. H 0.09
18. H 0.12
19. H 0.12
20. H 0.11
21. H 0.09
22. H 0.13
23. O 0.48
24. C -0.40
25. O -0.17
26. C -0.13
27. C 0.08
28. C 0.07
29. C 0.04
30. C -0.06
31. N -0.05
32. H 0.15
33. H 0.16
34. H 0.16
35. H 0.12